Below is a structure of composition C5H10O, with properties calculated with ωB97M-V/def2-TZVPD.

The geometry in XYZ format:
```
16
C5H10O (ωB97M-V/def2-TZVPD)
C -1.508 0.907 -0.148
C -0.729 0.188 0.906
C -0.175 -1.768 0.219
O 1.035 -1.283 0.709
C 0.805 0.130 0.685
C 1.400 0.730 -0.588
H -1.375 1.968 0.114
H -2.582 0.708 -0.079
H -1.182 0.805 -1.195
H -1.006 -1.149 0.865
H -0.316 -1.669 -0.866
H -0.364 -2.793 0.552
H 1.315 0.578 1.549
H 2.483 0.570 -0.590
H 1.212 1.809 -0.640
H 0.989 0.270 -1.493
```

**LUMO level**: 0.022 hartree
**Electronic energy**: -271.571795 Ha
**HOMO energy**: -7.77 eV
**Charge**: 0